# 1
{"formula": "C22H26N2O3", "method": "the ωB97M-V functional and the def2-TZVPD basis", "species": ["C", "H", "H", "H", "C", "N", "C", "C", "C", "C", "C", "C", "C", "C", "H", "C", "H", "H", "C", "C", "O", "N", "H", "C", "C", "C", "C", "C", "C", "C", "O", "C", "H", "H", "H", "O", "C", "H", "H", "H", "H", "H", "H", "H", "H", "H", "H", "H", "H", "H", "H", "H", "H"], "xyz": [[2.8247, 3.8634, 2.0448], [3.1995, 4.4462, 1.2066], [3.5873, 3.8317, 2.8184], [1.9422, 4.3600, 2.4409], [2.4755, 2.4467, 1.5887], [1.4626, 2.4509, 0.5692], [0.1157, 2.5570, 0.7688], [-0.6231, 2.6178, 1.9452], [-1.9948, 2.7107, 1.8391], [-2.6274, 2.7437, 0.5934], [-1.9040, 2.6888, -0.5761], [-0.5143, 2.5963, -0.5017], [0.5267, 2.5307, -1.4773], [1.6958, 2.4477, -0.7790], [2.6981, 2.3724, -1.1569], [0.3667, 2.4791, -2.9599], [-0.3600, 3.2283, -3.2842], [1.3250, 2.6996, -3.4335], [-0.1073, 1.0902, -3.4294], [0.8889, 0.0391, -2.9697], [1.8327, -0.3254, -3.6426], [0.6484, -0.4156, -1.7244], [-0.1348, -0.0704, -1.1923], [1.5067, -1.3553, -1.0408], [0.7626, -2.6094, -0.6599], [1.1086, -3.8339, -1.2072], [0.4205, -4.9734, -0.8451], [-0.6276, -4.8897, 0.0538], [-1.0087, -3.6721, 0.6043], [-0.2969, -2.5114, 0.2508], [-0.5453, -1.2375, 0.6893], [-1.3475, -0.9903, 1.8225], [-1.0070, -1.5618, 2.6886], [-1.2358, 0.0769, 2.0184], [-2.3985, -1.2141, 1.6329], [-2.0627, -3.5458, 1.4774], [-2.7657, -4.7003, 1.8607], [-3.5308, -4.3547, 2.5549], [-2.1166, -5.4205, 2.3693], [-3.2483, -5.1836, 1.0051], [-1.1596, -5.7891, 0.3175], [0.6883, -5.9319, -1.2617], [1.9210, -3.8848, -1.9148], [2.3262, -1.5889, -1.7233], [1.9057, -0.8792, -0.1359], [-1.0956, 0.8756, -3.0212], [-0.1544, 1.0741, -4.5185], [-2.4003, 2.7224, -1.5350], [-3.7044, 2.8174, 0.5563], [-2.5954, 2.7603, 2.7359], [-0.1441, 2.5970, 2.9136], [2.1157, 1.8590, 2.4389], [3.3658, 1.9564, 1.1850]], "relative_energy_kcal_mol": 43.2, "smiles": "CCn1cc(CCC(=O)NCc2cccc(OC)c2OC)c2ccccc21", "homo_energy_ha": -0.285}

---

# 2
{"formula": "C22H26N2O6S", "method": "the ωB97M-V functional and the def2-TZVPD basis", "species": ["C", "H", "O", "C", "C", "C", "C", "C", "C", "O", "C", "H", "H", "H", "N", "C", "O", "C", "C", "C", "C", "S", "H", "H", "H", "H", "H", "C", "O", "O", "C", "H", "H", "C", "O", "N", "C", "H", "C", "C", "C", "H", "H", "C", "C", "H", "H", "H", "H", "H", "H", "H", "H", "H", "H", "H", "H"], "xyz": [[0.0383, -5.1447, 0.2397], [-0.7893, -4.7612, 0.8432], [1.1723, -4.3132, 0.3281], [1.0712, -3.0248, -0.1220], [-0.1060, -2.4875, -0.6227], [-0.1695, -1.1651, -1.0486], [0.9448, -0.3434, -0.9609], [2.1284, -0.8633, -0.4621], [2.2148, -2.2117, -0.0571], [3.4521, -2.5834, 0.4035], [3.8359, -3.9432, 0.4189], [3.3392, -4.4939, 1.2184], [3.6285, -4.4266, -0.5376], [4.9117, -3.9332, 0.5960], [3.2959, -0.1124, -0.3451], [3.4704, 1.2281, -0.5382], [2.5883, 2.0067, -0.8465], [4.8540, 1.6810, -0.3405], [6.0049, 1.0159, -0.0031], [7.1219, 1.8670, 0.0667], [6.8068, 3.1614, -0.2173], [5.1466, 3.3709, -0.5749], [7.4645, 4.0077, -0.2362], [8.1132, 1.5328, 0.3158], [6.0671, -0.0408, 0.1910], [4.0864, -0.6588, -0.0326], [0.9024, 0.6853, -1.2728], [-1.4654, -0.6730, -1.5681], [-2.5014, -1.2894, -1.4984], [-1.3589, 0.5447, -2.1157], [-2.5547, 1.1378, -2.6068], [-2.8907, 0.6089, -3.5049], [-2.2885, 2.1644, -2.8700], [-3.7437, 1.1137, -1.6357], [-4.8514, 0.8621, -2.0691], [-3.5083, 1.4086, -0.3419], [-2.2669, 1.9042, 0.2117], [-1.5694, 2.1552, -0.5847], [-2.5257, 3.1539, 1.0548], [-3.5365, 2.8539, 2.1544], [-4.8229, 2.3360, 1.5193], [-5.5453, 2.0597, 2.2885], [-5.2626, 3.1317, 0.9140], [-4.5682, 1.1236, 0.6210], [-4.2447, -0.1513, 1.4025], [-3.9964, -0.9453, 0.7019], [-3.4074, -0.0111, 2.0812], [-5.1120, -0.4555, 1.9825], [-5.4637, 0.9330, 0.0205], [-3.1260, 2.1104, 2.8397], [-3.7457, 3.7568, 2.7312], [-1.5801, 3.4944, 1.4788], [-2.9161, 3.9447, 0.4105], [-1.8017, 1.1291, 0.8340], [-1.0065, -3.0746, -0.6930], [0.3571, -6.1082, 0.6345], [-0.2910, -5.2676, -0.7961]], "relative_energy_kcal_mol": 18.4, "smiles": "COc1cc(C(=O)OCC(=O)N2CCCC[C@@H]2C)cc(NC(=O)c2cccs2)c1OC", "homo_energy_ha": -0.310}

---

# 3
{"formula": "C22H26N2O7", "method": "the ωB97M-V functional and the def2-TZVPD basis", "species": ["O", "O", "O", "O", "O", "O", "O", "C", "C", "C", "C", "C", "C", "C", "C", "C", "C", "C", "C", "C", "C", "C", "C", "N", "N", "C", "C", "C", "C", "C", "C", "H", "H", "H", "H", "H", "H", "H", "H", "H", "H", "H", "H", "H", "H", "H", "H", "H", "H", "H", "H", "H", "H", "H", "H", "H", "H"], "xyz": [[-1.5281, -3.8695, -2.0853], [0.2772, 6.4569, -3.8313], [-2.7331, -4.2870, 2.0257], [-0.2411, -0.9515, 4.6898], [0.4618, -3.2826, -2.9745], [2.0338, 5.2679, -4.7237], [-0.0459, -4.1173, 1.5428], [-0.6362, -3.0475, -2.2197], [1.3573, 6.4014, -4.4062], [-2.9732, -3.2313, 2.5956], [-0.0441, -2.1611, 4.6728], [-1.8597, -0.2698, 0.0597], [2.7597, 3.1584, -1.0907], [-1.7633, -1.5057, -0.5884], [-0.9595, 0.7543, -0.2462], [1.9273, 2.0969, -0.7196], [0.1292, -0.6881, -1.8514], [2.5822, 3.7925, -2.3257], [0.7566, 2.2921, -2.8236], [-0.7590, -1.7383, -1.5474], [0.0313, 0.5562, -1.2138], [0.9225, 1.6542, -1.5875], [1.5698, 3.3707, -3.2040], [0.7732, -2.7088, 5.5778], [-2.0595, -2.5629, 3.2938], [2.0111, 7.7136, -4.7998], [-4.3448, -2.6061, 2.5029], [1.3348, 4.0190, -4.5521], [1.1421, -4.1200, 5.6974], [0.1844, -2.9727, 2.3344], [-0.6959, -3.0312, 3.5885], [0.3481, -4.1943, -3.2815], [-1.0089, -4.2582, 1.4756], [-2.6359, -0.1016, 0.7993], [3.5431, 3.4941, -0.4179], [-2.4660, -2.2986, -0.3402], [-1.0411, 1.7167, 0.2514], [2.0634, 1.6110, 0.2422], [0.9083, -0.8335, -2.5950], [3.2348, 4.6167, -2.5967], [-0.0308, 1.9487, -3.4882], [1.1669, -2.0597, 6.2429], [-2.3205, -1.6727, 3.6916], [2.9806, 7.8050, -4.3052], [1.3823, 8.5579, -4.5046], [2.1594, 7.7419, -5.8817], [-4.2584, -1.5774, 2.1594], [-4.8148, -2.6314, 3.4844], [-4.9468, -3.1764, 1.7968], [0.2571, 4.1421, -4.7135], [1.6886, 3.3278, -5.3234], [1.5750, -4.4790, 4.7613], [0.2627, -4.7205, 5.9389], [1.8783, -4.2452, 6.4933], [-0.0282, -2.0665, 1.7653], [1.2371, -2.9660, 2.6216], [-0.7452, -4.0634, 3.9335]], "relative_energy_kcal_mol": 1.9, "smiles": "CC(=O)OCc1cccc(-c2cccc(C(=O)O)c2)c1.CNC(=O)[C@H](CO)NC(C)=O", "homo_energy_ha": -0.334}

---

# 4
{"formula": "C22H26N3NaO4", "method": "the ωB97M-V functional and the def2-TZVPD basis", "species": ["Na", "O", "C", "C", "C", "C", "C", "C", "C", "N", "C", "C", "N", "C", "C", "C", "C", "C", "C", "C", "O", "H", "H", "H", "H", "H", "H", "H", "H", "H", "H", "H", "H", "H", "H", "N", "C", "O", "C", "C", "H", "H", "H", "H", "H", "H", "C", "C", "C", "O", "H", "H", "H", "H", "H", "H"], "xyz": [[-0.1312, 0.2304, 0.5249], [0.7740, -1.9400, 1.0905], [0.5527, -3.1244, 0.7183], [1.5739, -4.1380, 0.8007], [1.4010, -5.4236, 0.3479], [0.1933, -5.8304, -0.2314], [-0.8219, -4.8928, -0.3128], [-0.7005, -3.5855, 0.1584], [-1.8874, -2.7427, 0.0298], [-2.1156, -1.6375, 0.6045], [-3.3818, -0.9956, 0.3157], [-3.1896, 0.5007, 0.0982], [-2.1458, 0.7296, -0.8709], [-2.2787, 1.6587, -1.7190], [-1.2699, 2.0882, -2.6810], [-1.6797, 2.9648, -3.6864], [-0.8294, 3.4477, -4.6649], [0.5114, 3.0363, -4.6188], [0.9638, 2.1912, -3.6366], [0.1139, 1.6645, -2.5972], [0.5741, 0.9073, -1.7022], [2.5180, -3.8409, 1.2439], [2.2202, -6.1325, 0.4366], [0.0580, -6.8384, -0.6040], [-1.7727, -5.1788, -0.7581], [-2.6556, -3.1689, -0.6437], [-4.0478, -1.1295, 1.1768], [-3.8702, -1.4540, -0.5622], [-2.8452, 0.9565, 1.0346], [-4.1496, 0.9615, -0.1962], [-3.2296, 2.2243, -1.7691], [-2.7236, 3.2735, -3.6891], [-1.1837, 4.1258, -5.4320], [1.2088, 3.3985, -5.3702], [2.0047, 1.8871, -3.6018], [0.3277, 1.9179, 3.9067], [-0.3985, 2.5057, 2.7553], [-1.1146, 1.6594, 2.0261], [-0.8715, 3.9305, 2.9902], [0.3600, 3.6553, 2.1256], [-0.1943, 1.0658, 4.0970], [1.2106, 1.5839, 3.5251], [-0.7019, 4.3804, 3.9631], [-1.7801, 4.2282, 2.4789], [1.3267, 3.9444, 2.5254], [0.2510, 3.7549, 1.0528], [3.8327, -1.0187, 2.0917], [3.0072, -0.2023, 1.1202], [3.1176, -0.5803, -0.3313], [2.3317, 0.7215, 1.5127], [3.6550, -2.0791, 1.9210], [3.5615, -0.7565, 3.1119], [4.8954, -0.8179, 1.9248], [4.1708, -0.5950, -0.6302], [2.5364, 0.0993, -0.9545], [2.7178, -1.5902, -0.4457]], "charge": -2, "relative_energy_kcal_mol": 9.7, "homo_energy_ha": -0.033}

---

Looking at E for the records above, in order, we have -32358.9542, -49337.0015, -40550.3449, -40313.6483 eV.
Looking at frontier orbital gap for the records above, in order, we have 8.48, 8.63, 9.49, 4.97 eV.